[1]
This record from the Open Molecules 2025 dataset describes a structure of composition C14H10GaN4O7. The level of theory is ωB97M-V/def2-TZVPD.

Results
LUMO level = 2.79 eV
HOMO energy = -5.176 eV
net charge = -1
HOMO-LUMO gap = 7.97 eV
total energy = -3210.0066 hartree
molecular weight = 415.98 g/mol

Geometry (Å):
Ga  -0.203  -0.323  -0.018
O  -0.725  1.476  -0.223
C  -1.284  2.180  0.736
C  -2.218  3.170  0.376
C  -2.834  3.956  1.324
C  -2.539  3.812  2.682
C  -1.607  2.866  3.052
C  -0.979  2.041  2.114
C  0.072  1.154  2.576
N  0.567  0.244  1.833
N  1.695  -0.433  2.263
C  2.220  -0.994  1.200
O  1.737  -0.910  0.014
C  3.480  -1.770  1.381
C  4.165  -2.221  0.259
C  5.345  -2.937  0.404
C  5.840  -3.213  1.671
C  5.152  -2.769  2.793
C  3.977  -2.048  2.650
H  -2.445  3.270  -0.677
H  -3.561  4.695  1.008
H  -3.024  4.431  3.424
H  -1.343  2.744  4.097
H  0.502  1.308  3.566
H  3.753  -2.008  -0.718
H  5.875  -3.286  -0.473
H  6.758  -3.775  1.785
H  5.531  -2.989  3.784
H  3.431  -1.691  3.512
O  -2.792  -0.607  -0.740
N  -2.838  -0.988  0.427
O  -3.840  -1.376  0.987
O  -1.729  -0.932  1.117
O  -0.353  -2.274  -0.868
N  -0.119  -1.853  -2.011
O  0.007  -0.602  -2.034



[2]
This record from the Open Molecules 2025 dataset describes a structure of composition C14H11Br3F17N4O. The level of theory is ωB97M-V/def2-TZVPD.

Results
LUMO level = -3.68 eV
HOMO energy = -12.614 eV
net charge = +1
HOMO-LUMO gap = 8.93 eV
total energy = -10253.7724 hartree
molecular weight = 813.95 g/mol

Geometry (Å):
C  0.192  5.322  0.522
C  -0.663  4.837  -0.659
C  -0.507  3.343  -0.935
O  -1.773  2.718  -1.340
N  -2.340  2.020  -0.339
C  -2.742  2.448  0.845
N  -3.302  1.467  1.547
C  -3.252  0.390  0.766
N  -3.744  -0.814  1.104
N  -2.628  0.684  -0.419
C  -2.339  -0.148  -1.598
F  -3.055  -1.257  -1.521
F  -2.769  0.554  -2.653
C  -0.807  -0.429  -1.823
F  -0.640  -0.506  -3.151
F  -0.090  0.616  -1.395
C  -0.193  -1.768  -1.276
F  -0.683  -2.765  -2.019
F  1.120  -1.674  -1.529
C  -0.426  -2.046  0.228
F  -0.579  -0.811  0.810
F  -1.573  -2.705  0.419
C  0.710  -2.730  1.050
F  0.237  -2.693  2.315
F  1.807  -1.967  1.038
C  1.027  -4.234  0.706
F  0.720  -4.961  1.792
F  0.228  -4.667  -0.284
C  2.519  -4.588  0.401
F  3.287  -4.249  1.438
F  2.531  -5.931  0.306
C  3.154  -4.061  -0.920
F  3.606  -2.827  -0.779
F  4.189  -4.832  -1.205
F  2.300  -4.125  -1.926
H  -0.357  6.100  1.056
H  1.118  5.795  0.196
H  0.412  4.531  1.239
H  -0.441  5.387  -1.571
H  -1.717  5.021  -0.434
H  -0.074  2.795  -0.096
H  0.170  3.174  -1.773
H  -2.640  3.465  1.189
H  -4.365  -1.307  0.485
H  -3.549  -1.238  1.995
C  3.632  1.783  1.531
Br  3.453  3.270  2.735
Br  4.938  0.517  2.135
Br  1.932  0.922  1.218
H  3.970  2.174  0.582



[3]
This record from the Open Molecules 2025 dataset describes a structure of composition C14H11BrClMnN2O6Se2Te2. The level of theory is ωB97M-V/def2-TZVPD.

Results
LUMO level (alpha / beta) = -2.36 / -1.04 eV
multiplicity = 5
HOMO energy (alpha / beta) = -7.411 / -7.708 eV
HOMO-LUMO gap (alpha / beta) = 5.05 / 6.66 eV
energy above the lowest of the compared OMol25 structures with the same formula, charge and spin = 0.0 kJ/mol
total energy = -10624.9966 hartree
molecular weight = 886.66 g/mol

Geometry (Å):
Mn  -0.561  -2.626  1.589
C  1.954  -1.667  3.579
O  1.311  -1.473  2.303
C  1.697  -0.390  1.573
C  2.826  0.365  1.806
C  3.096  1.444  0.963
Br  4.633  2.487  1.286
C  2.261  1.764  -0.080
C  1.113  0.998  -0.303
C  0.835  -0.074  0.529
O  -0.256  -0.851  0.373
C  0.160  1.293  -1.377
N  -0.967  0.637  -1.514
C  -1.598  1.193  -2.626
C  -2.818  0.877  -3.218
C  -3.196  1.606  -4.328
C  -2.380  2.629  -4.844
C  -1.169  2.950  -4.264
C  -0.802  2.208  -3.146
N  0.319  2.253  -2.324
H  3.000  -1.929  3.422
H  1.433  -2.490  4.049
H  1.852  -0.761  4.173
H  3.493  0.137  2.623
H  2.492  2.615  -0.705
H  -0.824  -0.465  -0.389
H  -3.442  0.090  -2.816
H  -4.138  1.388  -4.813
H  -2.711  3.178  -5.716
H  -0.544  3.739  -4.663
H  1.107  2.868  -2.418
Se  -0.244  -4.555  2.910
Te  0.246  -6.692  1.684
Te  1.790  -5.439  -0.124
Se  0.097  -3.632  -0.463
O  -3.217  -0.558  4.241
Cl  -2.020  -0.675  3.475
O  -0.842  -0.348  4.231
O  -1.897  -2.174  3.071
O  -2.090  0.078  2.251